No. 1
{"formula": "C24H20ClNPPtSe", "method": "wB97M-V/def2-TZVPD", "e_lumo_ev": [-4.44, -7.45], "multiplicity": 5, "charge": 1, "max_force_ev_per_a": 2.6, "homo_energy_ev": [-9.2, -11.8], "species": ["H", "H", "C", "P", "C", "C", "H", "H", "C", "C", "C", "C", "C", "H", "C", "H", "H", "C", "C", "H", "C", "H", "H", "H", "C", "H", "N", "C", "H", "H", "C", "H", "C", "Cl", "C", "C", "C", "H", "C", "C", "Pt", "C", "H", "H", "H", "H", "C", "C", "Se"], "coordinates": [[4.264096, -2.007540, -0.429740], [0.176611, 3.984380, -0.644828], [-3.485580, -1.549505, 2.368819], [-0.307334, -0.158310, 0.228304], [1.652153, 3.875025, 1.126769], [1.730930, 2.335773, -0.691124], [-4.079156, -3.293255, -0.516439], [-1.637020, 1.773974, -1.417358], [-3.599802, -2.609890, 0.183033], [3.071691, -3.276958, 0.858212], [-1.214658, 1.040000, -2.106156], [-4.104437, -2.427154, 1.475127], [3.291033, -2.169198, 0.034735], [3.877778, -3.986976, 1.042339], [1.018473, -1.413285, 0.447768], [3.304027, 2.788975, 2.244915], [-1.122103, 0.248923, -5.415319], [-1.463634, 1.132246, -3.475208], [0.190675, 4.298329, 3.126563], [2.407643, -0.446397, -0.910784], [2.257364, -1.259929, -0.198055], [-0.185657, -2.715977, 1.687240], [-2.060669, -2.037496, -1.228202], [1.614795, 1.944764, -1.713444], [-0.161664, -0.873275, -3.844859], [-3.870360, -1.400754, 3.376740], [0.505466, 3.647904, 2.125717], [0.979445, 3.407375, -0.170073], [0.250347, -1.627328, -4.513981], [2.026274, 4.898772, 1.226397], [2.677683, 2.808624, 1.355941], [1.629655, -4.355725, 2.059744], [1.820245, -3.475890, 1.446588], [-2.197818, 2.871199, 0.888764], [-1.838924, -1.040389, 0.679800], [-2.464345, -1.909841, -0.223838], [0.798679, -2.545718, 1.251495], [-4.993268, -2.971910, 1.785822], [2.746553, 1.974850, 0.266535], [-0.441150, -0.011016, -1.597738], [-0.180734, 1.812353, 1.252023], [-0.932970, 0.177536, -4.344602], [-1.865100, -0.134742, 2.639024], [-2.077241, 1.947804, -3.853443], [0.656643, -1.821190, -2.094741], [3.430311, 1.147297, 0.133256], [0.079339, -0.979085, -2.474227], [-2.351087, -0.846948, 1.969541], [0.176800, 5.229575, 4.582947]], "atomic_forces_ev_per_a": [[-0.275, -0.134, 0.056], [0.532, -0.362, 0.100], [0.113, 0.012, -0.116], [-0.585, -1.893, -1.145], [0.796, -0.657, -1.792], [0.993, -0.578, 0.293], [0.029, 0.163, 0.236], [0.061, -0.159, -0.259], [0.179, 0.201, 0.105], [-0.119, 0.110, 0.109], [0.042, -0.055, -0.071], [0.088, 0.024, -0.034], [-0.272, 0.052, 0.017], [-0.218, 0.170, -0.082], [0.102, -0.108, 0.125], [-0.162, -0.067, -0.253], [0.039, -0.011, 0.270], [0.108, -0.114, 0.131], [0.651, -0.176, 0.067], [-0.032, -0.227, 0.293], [0.045, -0.101, 0.255], [0.294, 0.070, 0.006], [-0.157, -0.005, 0.254], [-0.027, -0.032, 0.789], [-0.056, 0.078, 0.166], [-0.027, -0.101, -0.283], [-1.150, 0.314, 2.353], [0.705, 1.751, 0.450], [-0.126, 0.202, 0.111], [-0.438, -0.100, 0.016], [0.000, 1.644, 0.840], [0.094, 0.212, -0.150], [0.071, 0.166, -0.151], [-0.676, 0.086, -0.016], [0.075, 0.189, 0.114], [-0.031, 0.001, 0.378], [0.089, 0.231, -0.212], [0.171, 0.101, -0.055], [-1.033, -0.804, -1.771], [0.019, 0.003, -0.052], [0.553, 0.083, -0.097], [0.053, -0.005, 0.078], [-0.155, -0.225, -0.069], [0.143, -0.190, 0.041], [-0.153, 0.228, -0.104], [0.033, 0.229, 0.102], [-0.158, 0.224, 0.026], [-0.084, -0.181, -0.382], [-0.147, -0.258, -0.684]]}

No. 2
{"formula": "C14H2BF5N4O10S2W", "method": "wB97M-V/def2-TZVPD", "e_lumo_ev": [-3.52, -3.52], "multiplicity": 1, "max_force_ev_per_a": 0.6, "homo_energy_ev": [-9.5, -9.5], "species": ["C", "O", "C", "C", "C", "O", "C", "O", "F", "C", "F", "H", "O", "C", "B", "S", "O", "F", "O", "N", "O", "C", "F", "C", "H", "C", "S", "O", "N", "C", "C", "C", "N", "O", "O", "N", "W", "F", "C"], "coordinates": [[-3.848332, -1.865485, 0.184083], [-6.594185, 0.358754, 0.321603], [-3.907988, 0.549550, 0.078120], [1.322773, 0.182471, -2.500230], [-2.481211, -1.814282, 0.063343], [-2.192794, -4.021433, -0.476125], [-1.793965, -0.606010, -0.096248], [-6.527343, -1.794974, 0.430497], [2.155231, -0.850593, 2.454985], [4.578372, -2.018773, -0.544376], [1.693553, 4.904127, 1.518083], [-4.361244, -2.812162, 0.275468], [-2.406712, 2.945648, -0.124427], [4.442156, -3.436068, -0.672679], [1.151426, -0.250589, 1.855867], [1.837874, -1.752583, -0.441607], [-0.744524, -3.094197, 0.834744], [0.081394, 0.032433, 2.578050], [1.621660, 2.197364, 1.145166], [6.919271, -0.937475, -0.559148], [-0.501043, 1.832656, -0.287610], [2.286766, 4.430456, 0.432953], [1.981754, 5.185206, -0.610112], [5.885140, -1.439588, -0.550950], [-4.465368, 1.475067, 0.101230], [-2.524182, 0.581071, -0.066763], [3.480708, 0.485859, -0.319980], [-0.478955, -0.662581, -0.309579], [-6.012496, -0.703400, 0.318260], [-1.847762, 1.891400, -0.157744], [-4.542837, -0.665650, 0.186196], [1.856235, 2.975914, 0.182655], [4.301065, -4.573407, -0.762610], [1.489423, 0.014529, -3.592811], [1.776011, 2.512963, -0.987969], [-1.739539, -3.084114, 0.141422], [1.023213, 0.616965, -0.220232], [3.608982, 4.446031, 0.614063], [3.477479, -1.235109, -0.435589]], "atomic_forces_ev_per_a": [[0.024, 0.058, -0.050], [-0.029, -0.015, -0.049], [0.064, -0.013, 0.003], [-0.247, 0.090, -0.042], [-0.143, -0.133, 0.056], [0.007, -0.035, 0.041], [0.211, -0.009, 0.002], [-0.031, 0.004, -0.048], [-0.061, 0.146, -0.192], [-0.032, 0.017, -0.034], [-0.023, 0.019, 0.027], [-0.015, 0.020, 0.009], [-0.093, 0.012, 0.013], [-0.008, -0.007, 0.075], [0.248, 0.014, 0.219], [-0.082, -0.029, 0.100], [-0.025, -0.081, 0.029], [-0.222, -0.087, -0.027], [-0.094, -0.075, 0.018], [-0.010, -0.003, 0.004], [0.162, -0.190, 0.240], [0.009, -0.065, 0.035], [-0.017, 0.039, -0.045], [-0.004, 0.034, -0.002], [-0.004, -0.002, -0.003], [-0.096, -0.027, 0.066], [-0.261, 0.029, -0.090], [0.053, 0.211, -0.039], [0.072, 0.024, 0.147], [0.164, 0.013, -0.163], [-0.031, -0.046, -0.032], [0.004, -0.051, -0.374], [-0.011, 0.017, -0.036], [0.117, -0.115, 0.058], [0.096, 0.281, 0.477], [0.024, 0.174, -0.076], [-0.017, -0.018, -0.343], [0.038, 0.008, 0.003], [0.263, -0.207, 0.023]]}

No. 3
{"formula": "C28H14Br2F7PS5Ta", "method": "wB97M-V/def2-TZVPD", "e_lumo_ev": [-1.21, -1.65], "multiplicity": 2, "max_force_ev_per_a": 0.6, "homo_energy_ev": [-7.5, -8.3], "species": ["H", "H", "H", "C", "C", "C", "F", "H", "F", "C", "H", "C", "H", "C", "S", "C", "C", "S", "C", "C", "C", "C", "C", "C", "Br", "H", "H", "C", "C", "F", "Br", "S", "H", "C", "C", "F", "H", "P", "H", "H", "C", "C", "C", "F", "H", "S", "C", "C", "C", "F", "H", "C", "Ta", "C", "C", "F", "S", "C"], "coordinates": [[6.654383, 5.089854, 0.383193], [-4.069080, 0.312856, -4.632152], [4.996872, 3.529657, 1.378119], [5.150403, 4.007060, -2.451603], [-0.834170, -5.124707, -1.289480], [-2.337386, 0.459828, -1.719435], [-4.792793, -0.937868, 0.199100], [5.196528, 4.145912, -3.527622], [-6.341627, -0.616775, 2.288401], [-2.388662, -0.878813, -1.344243], [-4.157153, -2.076420, -3.981055], [7.009636, 5.637963, -2.259641], [-1.190575, -7.061875, -0.419961], [-1.489092, -3.206264, 0.044971], [2.634199, -0.802286, 3.031180], [-1.825154, -5.462622, 0.868400], [-4.206280, -0.992772, 1.390870], [1.828324, -0.152286, 4.855994], [-2.949049, 0.893382, -2.893595], [-1.271208, -5.986143, -0.290180], [-3.646091, -1.358626, -3.348978], [5.972790, 4.539510, -0.253013], [-3.601503, -0.016956, -3.711131], [-4.555899, -0.887486, 3.757533], [-0.591804, -1.683480, 3.233916], [-2.388107, -3.708504, 1.940348], [-0.405318, -5.522171, -2.205240], [-3.212981, -1.121703, 3.955649], [-2.849634, -1.202581, 1.548573], [7.802510, 4.984551, -3.134029], [1.661694, -1.546171, -0.666631], [1.380591, 1.810972, 4.554984], [-3.110601, -2.831422, -1.899497], [-0.112363, 1.541720, 1.987989], [-0.939912, -3.749704, -1.122531], [7.799165, 6.226754, -1.345692], [-1.808386, 1.166655, -1.102691], [-1.582295, -1.373715, 0.221465], [3.547579, 2.579481, -2.539983], [-0.601786, -3.095845, -1.914474], [-3.044099, -1.787140, -2.175587], [-2.393906, -1.274523, 2.865846], [5.046983, 3.667466, 0.302620], [-5.365567, -0.728567, 4.790934], [-2.902119, 1.941720, -3.168627], [-0.797673, 2.424106, 0.798846], [3.225127, 2.033076, 0.055066], [-5.048449, -0.829152, 2.476843], [2.417147, 1.257993, 0.531770], [-2.753010, -1.195857, 5.200186], [-2.176948, -6.125343, 1.653818], [-1.937515, -4.083639, 1.030276], [1.034304, -0.114451, 1.348463], [6.022405, 4.705138, -1.626709], [4.230007, 3.134225, -1.902762], [6.384558, 6.611925, -2.951022], [-0.487427, 1.880532, 3.698951], [4.170422, 2.953530, -0.516742]], "atomic_forces_ev_per_a": [[-0.055, -0.048, -0.027], [0.021, -0.016, 0.070], [0.019, 0.023, -0.143], [-0.095, -0.064, -0.128], [0.019, 0.100, 0.009], [-0.066, 0.029, -0.239], [0.101, -0.019, -0.170], [-0.011, -0.023, 0.122], [-0.157, 0.022, -0.058], [0.047, 0.075, -0.016], [0.043, 0.047, 0.050], [-0.169, -0.181, 0.140], [0.003, 0.157, 0.022], [-0.025, -0.077, -0.030], [-0.363, 0.211, -0.373], [-0.007, 0.078, 0.026], [-0.081, 0.076, -0.160], [0.078, 0.049, 0.010], [0.064, -0.068, 0.105], [-0.028, -0.024, -0.006], [0.023, -0.007, 0.035], [-0.050, -0.052, 0.133], [0.032, 0.003, 0.033], [-0.212, 0.042, 0.166], [0.148, -0.161, 0.006], [-0.007, -0.008, -0.027], [-0.063, 0.075, 0.130], [0.088, 0.029, 0.216], [0.120, -0.061, -0.048], [0.047, 0.200, 0.050], [-0.018, 0.126, 0.102], [-0.012, -0.079, 0.014], [-0.021, 0.065, -0.037], [0.199, -0.212, 0.221], [0.124, -0.060, 0.077], [0.053, 0.048, -0.235], [0.064, 0.081, 0.053], [0.171, -0.154, 0.026], [0.109, 0.080, 0.097], [0.043, 0.006, 0.012], [-0.224, -0.059, 0.011], [0.260, -0.006, -0.165], [0.015, 0.008, 0.066], [-0.103, 0.019, 0.118], [0.009, -0.098, 0.038], [-0.105, -0.075, -0.106], [0.041, 0.174, -0.065], [-0.184, 0.052, -0.006], [-0.165, -0.111, 0.198], [0.052, -0.024, -0.004], [0.034, 0.104, -0.101], [0.010, -0.089, 0.033], [0.163, -0.111, -0.251], [-0.047, -0.037, 0.041], [-0.077, -0.065, -0.099], [0.175, 0.035, -0.007], [0.064, 0.130, -0.050], [-0.097, -0.158, 0.123]]}

No. 4
{"formula": "C4H10NiO2", "method": "wB97M-V/def2-TZVPD", "e_lumo_ev": [-5.68, -7.19], "multiplicity": 4, "charge": 1, "max_force_ev_per_a": 5.0, "homo_energy_ev": [-11.7, -14.0], "species": ["H", "C", "H", "O", "H", "H", "H", "H", "H", "H", "H", "C", "C", "C", "Ni", "O", "H"], "coordinates": [[0.547428, 1.551340, 0.230168], [-1.233670, -1.164613, 1.582349], [-0.488049, 0.591208, 1.158261], [-1.290603, -1.326443, 0.312136], [-1.496834, -2.030439, 2.206218], [2.663620, 0.520196, -0.650759], [-1.743175, -0.256498, 1.939081], [2.626212, -1.236948, -0.204630], [-1.943398, 0.727571, -1.221731], [2.197713, 0.012742, 0.994838], [-1.147394, 2.275389, -1.059329], [-0.063312, 0.701759, -0.115591], [-0.955812, 1.206517, -1.218315], [2.153181, -0.259016, -0.068699], [-0.109070, -1.985523, -1.128945], [0.814391, -0.337749, -0.542042], [-0.531227, 1.010508, -2.213009]], "atomic_forces_ev_per_a": [[0.599, -0.215, -0.986], [-0.835, 0.089, 2.361], [1.067, -0.052, -4.456], [-0.315, -2.297, -2.599], [0.271, -0.150, -0.175], [0.070, -0.321, 0.174], [-0.111, -0.374, 0.079], [-0.060, 0.271, -0.058], [0.132, -0.007, 0.049], [-0.227, -0.173, -0.246], [0.191, -0.272, -0.283], [0.518, 2.689, 4.189], [-1.155, -0.480, 0.159], [0.808, 0.444, 0.184], [-0.873, 1.124, 1.435], [-0.272, -0.645, -0.159], [0.190, 0.370, 0.333]]}

No. 5
{"formula": "C18H16LiN2O5", "method": "wB97M-V/def2-TZVPD", "e_lumo_ev": 2.42, "multiplicity": 1, "charge": -1, "max_force_ev_per_a": 3.7, "homo_energy_ev": -4.6, "species": ["H", "H", "C", "H", "C", "O", "H", "H", "C", "N", "H", "Li", "H", "C", "C", "C", "N", "C", "H", "C", "C", "H", "H", "H", "C", "O", "C", "C", "H", "C", "H", "C", "H", "C", "O", "C", "C", "O", "H", "C", "O", "H"], "coordinates": [[5.092603, 4.625591, 9.055492], [4.702592, 13.577034, 4.377987], [5.885755, 12.839459, 6.044910], [4.943204, 12.276193, 11.334138], [4.769480, 5.429924, 10.992287], [3.124910, 11.784326, 8.273274], [6.257634, 8.274020, 13.819158], [6.157874, 10.556242, 14.962941], [4.939245, 6.503831, 11.827773], [5.458290, 7.863529, 9.965884], [7.063588, 10.119085, 4.667931], [5.011808, 9.824788, 9.236124], [4.445233, 10.200391, 5.026032], [5.938057, 11.815654, 3.860685], [5.308732, 7.772602, 11.254753], [4.776007, 11.852827, 6.382714], [5.268352, 10.174313, 11.252311], [5.237466, 10.476743, 5.757792], [5.663125, 7.034875, 8.162891], [5.868830, 10.403180, 13.958417], [5.679552, 13.146572, 4.581446], [6.564529, 11.940751, 3.004252], [4.432782, 4.513368, 11.378029], [5.679872, 12.483213, 13.594959], [5.846569, 9.160635, 13.340696], [7.183834, 11.937004, 5.955159], [5.429156, 9.301120, 6.676036], [5.457162, 6.784461, 9.190574], [6.059759, 13.637107, 6.752457], [4.318685, 11.835017, 7.887438], [4.666868, 6.416163, 12.843042], [5.125684, 5.530533, 9.644315], [5.051436, 11.373063, 3.392360], [5.528339, 11.499018, 13.204957], [5.383181, 11.792645, 8.591171], [5.447208, 9.048935, 12.004359], [5.164803, 11.357442, 11.895763], [6.401556, 8.512775, 6.660063], [6.416905, 13.844665, 4.378635], [6.492879, 10.936641, 5.028847], [4.534934, 9.160183, 7.590814], [3.989093, 12.104912, 5.700018]], "atomic_forces_ev_per_a": [[0.050, 0.268, -0.433], [-0.108, 0.089, 0.016], [1.466, -2.923, -0.158], [0.060, -0.845, -0.352], [0.937, 0.789, -0.691], [1.384, 0.429, -0.693], [-0.452, 0.078, 0.218], [0.475, -0.186, 0.919], [0.162, 1.765, -0.826], [0.726, 0.501, -0.439], [1.185, -0.501, 0.263], [0.105, 0.555, -0.419], [0.609, -0.136, 0.470], [-0.129, -0.031, 0.507], [-0.533, -1.875, 1.178], [-1.170, -0.482, 0.676], [-1.593, -0.191, 1.289], [0.286, 0.635, -0.049], [0.110, -0.135, -0.417], [-0.046, -0.478, -1.080], [-0.584, -0.224, 0.317], [1.086, 0.184, -0.298], [-0.419, -1.111, 0.521], [-0.403, 0.472, 0.331], [-0.007, -0.749, -0.054], [-3.268, -0.417, -1.611], [-0.063, -1.367, 2.990], [-0.248, 0.115, -0.864], [0.114, 0.081, -0.001], [0.490, -0.618, -0.291], [-0.113, 0.049, 1.093], [-0.279, -0.193, 1.017], [-0.182, 0.021, 0.525], [0.051, 0.204, 0.674], [-0.781, -0.117, 0.864], [0.574, 1.770, -0.197], [0.951, -0.390, -1.519], [0.087, 0.734, -1.429], [1.453, 1.512, -1.099], [-0.648, 1.917, -0.038], [-0.247, 0.340, -1.120], [-1.088, 0.462, 0.208]]}